DFT (the ωB97M-V functional and the def2-TZVPD basis) results for 2 unconnected molecules or ions with the total composition CH3NO2S.

Summary:
2S+1 ... 3
Total charge ... 0
Highest occupied orbital energy (spin up / spin down) ... -6.54 / -11.61 eV
Frontier orbital gap (spin up / spin down) ... 6.847 / 7.959 eV
Expectation value of S² ... 2.006

CARTESIAN COORDINATES (ANGSTROEM)
C1 -0.457 -0.183 -0.143
N1 1.001 -0.515 -0.279
O1 0.007 -1.602 -2.481
O2 -0.329 -2.814 -0.425
S1 -0.047 -1.538 -1.057
H1 -1.022 -0.033 0.888
H2 -0.752 1.307 -0.611
H3 1.488 -0.880 0.475

Atomic partial charges in e from the natural (NBO) method, atoms 1 to 4: number 1, C, carries -0.433; number 2, N, carries -0.681; number 3, O, carries -0.858; number 4, O, carries -0.876

=====

DFT (the ωB97M-V functional and the def2-TZVPD basis) results for a molecular structure, C3H3BrCl2O.

Summary:
Total charge ... 0
Highest occupied orbital energy (spin up / spin down) ... -8.10 / -7.93 eV
Frontier orbital gap (spin up / spin down) ... 7.532 / 7.176 eV

CARTESIAN COORDINATES (ANGSTROEM)
C1 -2.081 -0.562 -0.414
C2 -3.807 -0.308 0.602
C3 0.040 -0.365 0.510
O1 -1.221 0.171 -0.010
Cl1 -1.855 -2.313 -0.503
Cl2 -4.752 -1.717 0.454
Br1 -4.629 1.285 -0.084
H1 0.333 0.363 1.348
H2 0.831 -0.509 -0.192
H3 -0.217 -1.395 0.769

Atomic partial charges in e from the natural (NBO) method, atoms 1 to 4: number 1, C, carries 0.379; number 2, C, carries -0.302; number 3, C, carries -0.293; number 4, O, carries -0.452

=====

Result set for energy relative to the best compared isomer or geometry (same formula, charge and spin): 130.23 121.91 kcal per mole, one per record in the order listed.
Result set for E_tot: -17496.73835 -100288.87733 eV, one per record in the order listed.